#1
ORCA calculation (ωB97M-V/def2-TZVPD) on one molecule with the formula C6H9N.

- HOMO (alpha / beta): -7.43 / -7.42 eV

XYZ file:
```
16
Properties=species:S:1:pos:R:3:mulliken_charge:R:1
C 1.049 -0.761 0.811 -1.168
C 0.918 0.007 -0.488 -0.472
C -0.401 -0.130 -1.098 0.533
C -1.511 -1.089 -0.714 -1.325
C -0.117 1.270 -0.482 -0.047
C 0.049 1.692 0.794 0.027
N 0.780 2.091 1.691 -0.607
H 0.116 -0.895 1.391 0.299
H 1.392 -1.763 0.531 0.336
H 1.793 -0.354 1.502 0.394
H 1.724 1.847 1.330 0.299
H -0.403 0.063 -2.174 0.408
H -2.438 -0.858 -1.248 0.372
H -1.192 -2.093 -1.024 0.295
H -1.723 -1.124 0.356 0.330
H -0.036 2.099 -1.178 0.325
```

#2
ORCA calculation (ωB97M-V/def2-TZVPD) on one molecule with the formula C6H9N.

- HOMO: -9.03 eV

XYZ file:
```
16
Properties=species:S:1:pos:R:3:mulliken_charge:R:1
C -0.492 -0.097 -1.941 -1.253
C -0.262 -0.114 -0.468 0.601
C -0.980 0.040 0.830 -0.534
C -0.224 -1.149 1.353 -0.396
N 0.814 -0.913 0.290 -0.509
C 1.441 0.543 0.579 -0.602
C 0.063 1.070 0.389 -0.112
H -0.986 -0.986 -2.343 0.294
H 0.477 0.016 -2.444 0.300
H -1.093 0.785 -2.182 0.300
H -2.005 0.362 0.984 0.420
H 0.192 -1.169 2.363 0.295
H -0.800 -2.072 1.176 0.236
H 2.078 0.566 -0.306 0.249
H 2.042 1.017 1.391 0.279
H -0.264 2.101 0.328 0.434
```

The relative energies come out as #1 38.9; #2 0.0, with values in kcal/mol.

#1
ORCA calculation (ωB97M-V/def2-TZVPD) on one molecule with the formula C6H9N.

- HOMO: -9.06 eV

XYZ file:
```
16
Properties=species:S:1:pos:R:3:mulliken_charge:R:1
C -0.205 -0.933 1.780 -1.264
C -0.148 -0.323 0.416 0.634
C -0.103 -0.739 -1.020 -0.508
C -1.186 0.267 -1.304 -0.408
N -0.779 1.000 -0.060 -0.522
C 0.817 1.470 -0.301 -0.619
C 1.068 0.007 -0.361 -0.145
H -1.178 -1.349 2.059 0.293
H 0.071 -0.176 2.524 0.302
H 0.544 -1.732 1.833 0.298
H 0.074 -1.726 -1.432 0.408
H -1.169 0.930 -2.167 0.302
H -2.174 -0.226 -1.239 0.237
H 0.872 1.963 0.672 0.268
H 1.481 2.077 -0.994 0.270
H 2.016 -0.511 -0.406 0.453
```

#2
ORCA calculation (ωB97M-V/def2-TZVPD) on one molecule with the formula C6H9N.

- HOMO: -8.96 eV

XYZ file:
```
16
Properties=species:S:1:pos:R:3:mulliken_charge:R:1
C 0.934 -1.819 1.145 -0.465
C -0.768 -0.594 0.702 -0.202
N 0.171 -1.006 1.732 -0.488
C -0.926 0.870 1.017 -0.704
C -0.254 0.459 -0.234 0.481
C 0.946 0.821 -1.031 -0.572
C -0.436 0.786 -1.665 -0.588
H 1.991 -1.625 1.185 0.314
H 0.545 -2.587 0.482 0.340
H -1.533 -1.267 0.299 0.408
H -0.242 1.186 1.810 0.243
H -1.937 1.220 1.065 0.293
H 1.641 0.036 -1.331 0.243
H 1.427 1.789 -0.890 0.227
H -0.897 1.739 -1.915 0.230
H -0.660 -0.009 -2.371 0.240
```

#3
ORCA calculation (ωB97M-V/def2-TZVPD) on C6H9N as an isolated structure.

- HOMO: -7.08 eV

XYZ file:
```
16
Properties=species:S:1:pos:R:3:mulliken_charge:R:1
C -0.541 1.667 -0.766 -0.210
N -0.406 0.461 -0.410 0.098
C -1.166 -0.568 0.421 -0.349
C -0.546 -1.600 -0.557 -0.541
C 0.642 -0.606 -0.476 -0.223
C 1.077 -0.629 1.035 -0.740
C -0.179 -0.611 1.573 -0.510
H 0.255 2.146 -1.330 0.277
H -1.434 2.216 -0.483 0.262
H 2.617 1.917 0.209 0.155
H -2.241 -0.393 0.520 0.470
H -1.036 -1.655 -1.539 0.276
H -0.358 -2.583 -0.128 0.356
H 1.381 -0.479 -1.270 0.418
H 2.408 1.298 0.585 -0.158
H -0.474 -0.580 2.618 0.419
```

#4
ORCA calculation (ωB97M-V/def2-TZVPD) on C6H9N as an isolated structure.

- HOMO (alpha / beta): -6.16 / -6.16 eV

XYZ file:
```
16
Properties=species:S:1:pos:R:3:mulliken_charge:R:1
C -1.134 -1.504 -1.343 -1.263
C -0.354 -0.475 -0.535 0.586
C -0.971 0.289 0.538 -1.073
C 0.197 0.905 1.090 0.742
C 0.612 2.203 1.078 -0.959
C 1.236 -0.114 1.013 -0.522
N 0.883 -0.973 0.113 -0.078
H -1.280 -2.491 -0.876 0.361
H -2.137 -1.115 -1.548 0.290
H -0.609 -1.638 -2.288 0.355
H -1.886 0.848 0.362 0.246
H 0.390 0.338 -1.293 0.113
H 1.614 2.506 1.358 0.262
H -0.091 2.966 0.757 0.278
H 2.243 -0.093 1.419 0.406
H 1.444 -1.701 -0.301 0.256
```

The relative energies come out as #1 0.0; #2 10.6; #3 61.3; #4 7.4, with values in kcal/mol.

#1
ORCA calculation (ωB97M-V/def2-TZVPD) on one molecule with the formula C6H9N.

- HOMO: -7.81 eV

XYZ file:
```
16
Properties=species:S:1:pos:R:3:mulliken_charge:R:1
C -0.713 -1.075 2.163 -1.103
C -0.530 -0.704 0.720 0.053
C -0.617 0.550 0.178 -0.374
C 0.094 0.574 -1.053 0.688
C 0.635 1.867 -1.580 -1.187
C 0.491 -0.720 -1.296 -0.789
N 0.110 -1.488 -0.214 -0.024
H 0.164 -1.638 2.509 0.316
H -0.728 -0.147 2.746 0.287
H -1.617 -1.643 2.409 0.260
H -1.078 1.418 0.634 0.390
H 1.440 1.716 -2.302 0.339
H 1.070 2.371 -0.707 0.287
H -0.116 2.548 -1.993 0.280
H 1.045 -1.169 -2.115 0.382
H 0.348 -2.460 -0.097 0.196
```

#2
ORCA calculation (ωB97M-V/def2-TZVPD) on a 2-piece molecular cluster, C6H9N overall.

- HOMO: -8.98 eV

XYZ file:
```
16
Properties=species:S:1:pos:R:3:mulliken_charge:R:1
C 2.612 0.871 1.221 -1.211
C 2.085 -0.103 0.519 0.702
C 1.523 -1.031 -0.149 0.580
C 0.856 -1.935 -0.826 -1.140
C -1.577 0.196 0.493 -0.244
C -1.539 1.162 -0.628 -0.233
N -1.899 -0.235 -0.866 -0.456
H 2.230 1.886 1.153 0.249
H 3.443 0.705 1.898 0.258
H -0.648 -0.208 0.885 0.010
H 1.131 -2.983 -0.800 0.259
H -0.025 -1.650 -1.397 0.312
H -2.385 0.284 1.217 0.247
H -0.585 1.461 -1.055 0.201
H -2.320 1.918 -0.688 0.250
H -2.902 -0.340 -0.978 0.216
```

The relative energies come out as #1 0.0; #2 90.0, with values in kcal/mol.

#1
ORCA calculation (ωB97M-V/def2-TZVPD) on C6H9N as an isolated structure.

- HOMO: -7.44 eV

XYZ file:
```
16
Properties=species:S:1:pos:R:3:mulliken_charge:R:1
C 2.201 0.446 -0.047 -0.832
N 1.092 -0.403 -0.393 -0.017
C 0.431 -1.272 0.474 -0.471
C -1.965 -0.441 0.426 -0.537
C -1.241 0.807 -0.157 -0.598
C -0.204 -0.059 -0.965 -0.396
C -0.783 -1.221 -0.141 0.028
H 1.889 1.351 0.500 0.294
H 2.758 0.754 -0.938 0.266
H 2.879 -0.124 0.599 0.335
H 0.813 -1.641 1.425 0.433
H -2.063 -0.470 1.515 0.269
H -0.773 1.445 0.601 0.248
H -1.860 1.420 -0.820 0.309
H -0.233 0.047 -2.054 0.438
H -2.941 -0.639 -0.027 0.229
```

#2
ORCA calculation (ωB97M-V/def2-TZVPD) on one molecule with the formula C6H9N.

- HOMO: -8.85 eV

XYZ file:
```
16
Properties=species:S:1:pos:R:3:mulliken_charge:R:1
C 1.419 -0.634 0.823 -1.111
C 1.186 0.168 -0.451 -0.629
C -0.879 0.207 -1.331 -0.638
C -1.712 -0.762 -0.586 -0.813
C -0.080 1.109 -0.451 0.687
C -0.588 1.407 0.897 -0.141
N -1.049 1.645 1.932 -0.444
H 0.552 -1.247 1.088 0.268
H 2.267 -1.309 0.670 0.372
H 1.643 0.013 1.675 0.334
H 2.054 0.784 -0.697 0.402
H 1.075 -0.519 -1.305 0.345
H -2.710 -0.305 -0.730 0.338
H -1.769 -1.731 -1.090 0.289
H -1.571 -0.882 0.498 0.332
H 0.163 2.055 -0.942 0.409
```

The relative energies come out as #1 1.5; #2 0.0, with values in kcal/mol.

#1
ORCA calculation (ωB97M-V/def2-TZVPD) on one molecule with the formula C6H9N.

- HOMO: -8.23 eV

XYZ file:
```
16
Properties=species:S:1:pos:R:3:mulliken_charge:R:1
C 2.926 0.379 0.114 -1.001
C 1.854 -0.675 -0.065 0.009
C 0.636 -0.494 -0.493 -0.012
C -0.606 -0.802 -0.760 -0.428
N -1.624 -0.686 0.209 -0.309
C -2.715 0.190 -0.158 -0.436
C -1.738 0.592 0.886 -0.329
H 3.679 0.329 -0.679 0.263
H 3.465 0.335 1.070 0.317
H 2.462 1.372 0.062 0.296
H -0.903 -1.202 -1.725 0.347
H 1.914 -1.764 0.000 0.312
H -3.701 -0.176 0.106 0.248
H -2.632 0.686 -1.125 0.257
H -1.014 1.363 0.620 0.218
H -2.001 0.553 1.939 0.247
```

#2
ORCA calculation (ωB97M-V/def2-TZVPD) on one molecule with the formula C6H9N.

- HOMO: -9.44 eV

XYZ file:
```
16
Properties=species:S:1:pos:R:3:mulliken_charge:R:1
C 1.495 1.925 0.251 -0.397
C 0.904 -0.075 -0.689 -0.179
N 1.698 0.683 0.236 -0.460
C 0.795 -1.490 -0.183 -0.724
C -0.342 -0.552 -0.034 0.499
C -1.267 -0.058 1.011 -0.638
C -1.791 -0.567 -0.322 -0.511
H 1.772 2.462 1.149 0.281
H 0.974 2.457 -0.549 0.294
H 0.859 0.190 -1.750 0.393
H 1.411 -1.629 0.702 0.277
H 0.739 -2.322 -0.873 0.260
H -1.340 1.016 1.184 0.220
H -1.434 -0.651 1.908 0.223
H -2.278 -1.537 -0.331 0.225
H -2.216 0.156 -1.014 0.238
```

#3
ORCA calculation (ωB97M-V/def2-TZVPD) on one molecule with the formula C6H9N.

- HOMO: -9.49 eV

XYZ file:
```
16
Properties=species:S:1:pos:R:3:mulliken_charge:R:1
C 1.671 -0.082 -0.038 -1.426
C 0.256 0.216 0.411 1.292
C -0.685 0.636 -0.716 -1.057
C -1.093 -0.622 -1.349 -0.379
C -1.272 -1.744 -1.747 0.070
C -0.378 -0.573 1.485 -0.665
N 0.043 0.812 1.725 -0.769
H 1.673 -0.468 -1.062 0.389
H 2.150 -0.831 0.601 0.343
H 2.281 0.831 -0.017 0.313
H -0.188 1.279 -1.451 0.313
H -1.536 1.198 -0.317 0.343
H -1.428 -2.720 -2.133 0.399
H -1.457 -0.717 1.463 0.269
H 0.183 -1.401 1.914 0.275
H 0.921 0.820 2.240 0.288
```

The relative energies come out as #1 13.3; #2 4.5; #3 0.0, with values in kcal/mol.

#1
ORCA calculation (ωB97M-V/def2-TZVPD) on one molecule with the formula C10H11NO2S.

- HOMO (alpha / beta): -8.10 / -8.10 eV

XYZ file:
```
25
Properties=species:S:1:pos:R:3:mulliken_charge:R:1
C 1.348 1.323 -3.468 -0.485
C 1.075 -0.034 -3.582 -0.518
C 1.113 1.980 -2.279 -0.871
C 0.594 -0.740 -2.493 -0.607
C 0.624 1.271 -1.176 0.728
C 0.392 -0.111 -1.274 0.513
C 0.351 1.926 0.044 0.253
C -0.076 -0.895 -0.063 -0.342
C 0.168 -0.185 1.218 -1.065
C -1.609 -0.802 3.397 -1.137
N 0.174 2.967 0.624 -0.531
O -2.310 0.565 1.227 -0.668
O -0.763 1.617 2.837 -0.750
S -1.176 0.425 2.111 1.155
H 1.747 1.867 -4.309 0.392
H 1.255 -0.541 -4.519 0.386
H 1.320 3.033 -2.174 0.451
H 0.390 -1.798 -2.576 0.427
H -1.158 -1.031 -0.166 0.311
H 0.411 -1.875 -0.092 0.396
H 1.092 -0.263 1.755 0.447
H -1.907 -1.726 2.921 0.341
H -0.735 -0.942 4.019 0.337
H -2.419 -0.393 3.982 0.378
H -0.110 2.991 1.603 0.459
```

#2
ORCA calculation (ωB97M-V/def2-TZVPD) on one molecule with the formula C10H11NO2S.

- HOMO (alpha / beta): -9.05 / -7.24 eV

XYZ file:
```
25
Properties=species:S:1:pos:R:3:mulliken_charge:R:1
C 2.881 2.031 -0.004 -0.319
C 2.853 1.213 -1.086 -0.551
C 1.847 2.037 0.937 -0.629
C 1.866 0.253 -1.208 -1.030
C 0.998 0.990 0.973 -0.135
C 0.936 0.117 -0.128 0.955
C -0.090 -2.295 -0.893 -1.017
C -2.271 -1.458 0.463 -1.155
C -0.740 -1.924 0.507 0.165
C 0.150 -1.030 -0.222 -0.011
N -2.790 -0.270 0.923 -0.366
O -3.089 0.769 -1.468 -0.564
O -2.716 2.454 0.265 -0.568
S -2.325 1.144 -0.275 0.881
H 3.719 2.706 0.098 0.366
H 3.599 1.314 -1.756 0.505
H 2.036 2.796 1.792 0.248
H 1.905 -0.376 -1.991 0.531
H 0.305 0.819 1.791 0.433
H 0.648 -2.968 -0.761 0.325
H -0.632 -2.263 -1.722 0.311
H -2.627 -1.584 -0.512 0.459
H -2.889 -2.185 0.903 0.592
H -0.579 -2.299 1.510 0.301
H -2.994 0.009 1.861 0.273
```

The relative energies come out as #1 0.0; #2 80.1, with values in kcal/mol.